Record 1
{"formula": "C29H36MoN9O2S7", "method": "wB97M-V/def2-TZVPD", "elements": ["Mo", "N", "C", "C", "C", "C", "N", "H", "H", "H", "H", "H", "H", "H", "H", "H", "H", "H", "H", "S", "C", "S", "C", "C", "S", "S", "S", "O", "S", "O", "N", "C", "C", "C", "C", "C", "C", "C", "C", "N", "C", "C", "C", "C", "C", "C", "C", "H", "H", "H", "H", "H", "H", "H", "H", "H", "H", "H", "C", "C", "C", "N", "N", "C", "N", "S", "H", "H", "H", "H", "H", "H", "H", "C", "N", "C", "C", "N", "H", "H", "H", "H", "H", "H"], "positions_angstrom": [[0.07168, -0.10769, -0.53087], [0.66740, 0.48137, -2.65141], [0.60315, -0.31015, -3.89992], [1.63978, -1.42115, -4.01307], [1.29727, -2.70623, -3.24959], [1.90104, -2.82315, -1.86017], [1.77822, -1.59876, -1.03017], [0.05924, 1.28963, -2.80499], [1.60683, 0.86446, -2.53806], [0.72355, 0.37489, -4.74261], [-0.39826, -0.73877, -3.98245], [2.62569, -1.04006, -3.72219], [1.72580, -1.66049, -5.07395], [1.66017, -3.56821, -3.81278], [0.21074, -2.81122, -3.20406], [2.96715, -3.04869, -1.95228], [1.43650, -3.64483, -1.31931], [2.43582, -0.91481, -1.40703], [2.17014, -1.82172, -0.11701], [-2.53381, 7.41630, -0.41926], [-2.06814, 5.91855, -0.83374], [-0.90961, 4.99127, 0.07003], [-0.84041, 3.56943, -0.94985], [-1.65695, 3.62035, -2.09526], [-1.83300, 2.49066, -3.32182], [-2.56106, 5.10878, -2.28841], [0.29076, 2.44484, -0.36841], [4.22839, -0.13595, 0.50898], [3.23553, 0.85873, 0.18858], [3.05103, 1.13572, -1.22048], [1.77679, 0.40736, 0.76631], [1.74661, -0.11201, 2.07434], [2.71388, 0.01906, 3.04882], [2.53635, -0.53126, 4.33312], [1.40726, -1.21683, 4.67143], [0.39492, -1.38368, 3.70247], [-0.80416, -2.07982, 3.95559], [-1.74349, -2.19959, 2.96986], [-1.48507, -1.62849, 1.71816], [-0.37242, -0.98015, 1.43550], [0.57333, -0.83745, 2.41249], [3.70964, 2.36302, 0.98503], [2.85038, 3.06950, 1.81131], [3.29584, 4.24687, 2.39541], [4.58148, 4.70398, 2.14777], [5.43584, 3.98291, 1.32241], [5.00581, 2.80293, 0.74061], [3.63660, 0.53868, 2.84431], [3.32639, -0.39768, 5.05992], [1.27446, -1.63609, 5.65971], [-0.96693, -2.51007, 4.93612], [-2.67492, -2.72297, 3.13493], [-2.21404, -1.70048, 0.92275], [1.84981, 2.70663, 1.99646], [2.63513, 4.80562, 3.04470], [4.92316, 5.62396, 2.60307], [6.43979, 4.33856, 1.13501], [5.66467, 2.22503, 0.10619], [-2.73896, -5.65245, 0.13969], [-1.65662, -5.29293, -0.87967], [-1.74316, -3.86709, -1.31514], [-0.93315, -2.94898, -0.93576], [-1.22139, -1.70741, -1.46326], [-2.30179, -1.70644, -2.20896], [-2.83092, -0.61799, -2.78336], [-3.01547, -3.27533, -2.35253], [-2.63932, -6.69209, 0.44629], [-3.73867, -5.52094, -0.27612], [-2.65162, -5.02557, 1.02783], [-1.72701, -5.94416, -1.75280], [-0.66454, -5.42970, -0.44888], [-2.34756, 0.27571, -2.70363], [-3.50393, -0.71643, -3.52370], [-4.60025, 1.04071, 1.84818], [-3.93207, 1.64879, 0.69862], [-4.36744, 2.98280, 0.27740], [-2.85093, 1.11361, 0.21068], [-1.88554, 0.62813, -0.21045], [-5.66701, 0.95758, 1.64347], [-4.45116, 1.65406, 2.73788], [-4.19135, 0.04904, 2.02566], [-5.43721, 2.95876, 0.07395], [-3.84281, 3.26468, -0.62930], [-4.16187, 3.71300, 1.06164]], "charge": 1, "multiplicity": 3, "largest_force_ev_per_a": 0.419, "s_squared": 2.050, "e_homo_ev": [-9.6216, -9.7389]}

***

Record 2
{"formula": "C21H27N3O6", "method": "wB97M-V/def2-TZVPD", "elements": ["C", "C", "C", "C", "C", "C", "C", "O", "C", "C", "C", "O", "O", "C", "C", "O", "C", "C", "N", "N", "C", "C", "C", "C", "C", "O", "N", "C", "C", "O", "H", "H", "H", "H", "H", "H", "H", "H", "H", "H", "H", "H", "H", "H", "H", "H", "H", "H", "H", "H", "H", "H", "H", "H", "H", "H", "H"], "positions_angstrom": [[7.31039, 1.94357, 0.99324], [7.24338, 0.60377, 0.32889], [8.35634, -0.20721, 0.20661], [8.27998, -1.44394, -0.41480], [7.07112, -1.87301, -0.92429], [5.94010, -1.07938, -0.81240], [6.01554, 0.15811, -0.18760], [4.97324, 1.02990, -0.03233], [3.67865, 0.64940, -0.43103], [3.02416, -0.32128, 0.55552], [1.63229, -0.70031, 0.10984], [1.04884, -0.22225, -0.82788], [1.13613, -1.66835, 0.88683], [-0.22393, -1.99779, 0.65633], [-1.10550, -0.82548, 1.05952], [-0.57189, 0.14244, 1.59918], [-2.51757, -0.89819, 0.75516], [-3.32404, 0.24341, 0.93470], [-2.81420, 1.33153, 1.50013], [-4.63025, 0.23089, 0.54592], [-5.48909, 1.40731, 0.62404], [-5.43684, 2.31404, -0.62093], [-4.14626, 3.12288, -0.74163], [-5.66841, 1.50385, -1.89429], [-5.26430, -0.94193, 0.12172], [-6.45343, -0.96896, -0.09993], [-4.47537, -2.04331, -0.01721], [-5.15153, -3.24569, -0.47649], [-3.09980, -2.11309, 0.24192], [-2.51421, -3.16168, 0.04956], [6.61499, 1.98172, 1.83025], [7.01499, 2.72272, 0.29228], [8.31517, 2.14844, 1.35288], [9.30072, 0.13497, 0.60521], [9.15946, -2.06410, -0.49899], [6.99550, -2.83291, -1.41351], [5.01070, -1.43916, -1.22557], [3.67751, 0.22434, -1.44144], [3.10391, 1.57871, -0.45837], [2.94748, 0.14582, 1.53979], [3.61811, -1.22971, 0.67144], [-0.38850, -2.23964, -0.39790], [-0.44402, -2.87699, 1.26207], [-3.30256, 2.20762, 1.51030], [-1.80794, 1.26227, 1.70866], [-6.50626, 1.01569, 0.71053], [-5.26644, 1.97122, 1.53262], [-6.26769, 3.01882, -0.50337], [-3.28319, 2.47490, -0.87685], [-3.99157, 3.75830, 0.12946], [-4.20931, 3.77257, -1.61150], [-6.56129, 0.89155, -1.80391], [-5.78752, 2.17032, -2.74464], [-4.82059, 0.85076, -2.09286], [-5.62020, -3.05801, -1.44172], [-5.92267, -3.53063, 0.23840], [-4.40239, -4.02886, -0.56155]], "smiles": "Cc1ccccc1OCCC(=O)OCC(=O)c1c(N)n(CC(C)C)c(=O)n(C)c1=O", "largest_force_ev_per_a": 0.616, "e_homo_ev": -8.2926}